5 unconnected molecules or ions with the total composition C25H62NO16PS. Source: the OMol25 dataset; level of theory: wB97M-V/def2-TZVPD.

frontier orbital gap = 9.769 eV
HOMO energy = -9.1 eV
energy relative to the best compared isomer or geometry (same formula, charge and spin) = 2.9 kcal/mol
DFT total energy = -81297.5382 eV

XYZ file:
```
106
C25H62NO16PS, DFT wB97M-V/def2-TZVPD
N 1.58755 -8.48520 -3.44637
C 2.89167 -8.47412 -4.04248
O 2.90633 -8.86961 -5.42843
S 2.72515 -10.38500 -5.92789
O 1.32774 -10.71780 -5.84329
O 3.41540 -11.13816 -4.63500
P 2.53826 -11.95869 -3.51879
O 3.26926 -12.13091 -2.26640
H 1.50031 -9.13752 -2.68443
H 0.84507 -8.59308 -4.11925
H 3.30506 -7.46733 -4.06749
H 3.58156 -9.08286 -3.46057
H 1.35097 -11.25740 -3.37723
H 2.25876 -13.13622 -4.20714
C 2.92025 -2.69197 -1.58483
O 1.67680 -3.30368 -1.33686
C 1.39385 -4.36450 -2.23298
C 0.45397 -5.37683 -1.62310
O 1.05847 -6.25180 -0.68070
C 1.41091 -5.71092 0.58203
C 0.24354 -5.44928 1.50380
O -0.45303 -4.27908 1.11788
C -1.80542 -4.27257 1.50816
H 2.94050 -2.20088 -2.56537
H 3.07482 -1.94141 -0.81204
H 3.73792 -3.42124 -1.53709
H 2.32026 -4.87186 -2.52940
H 0.92311 -3.95027 -3.13585
H 0.11977 -6.02697 -2.43367
H -0.42373 -4.88714 -1.19695
H 2.02241 -4.81283 0.47603
H 2.02613 -6.48199 1.05187
H 0.62544 -5.32127 2.52648
H -0.42801 -6.31654 1.49233
H -2.34071 -5.14715 1.12048
H -2.25168 -3.37363 1.08659
H -1.90608 -4.24288 2.59976
C -0.74676 0.10533 0.31818
O -2.00101 0.30455 0.93023
C -2.08703 -0.20800 2.24489
C -3.09619 0.57460 3.04960
O -2.62847 1.83963 3.48663
C -2.52703 2.88786 2.53720
C -3.84103 3.51490 2.13883
O -4.54944 2.69262 1.22822
C -5.94313 2.88921 1.27675
H -0.53204 -0.95612 0.14713
H -0.78722 0.61574 -0.64287
H 0.06139 0.54364 0.91670
H -1.11066 -0.16175 2.74298
H -2.40153 -1.25969 2.19150
H -3.29087 0.01668 3.96816
H -4.03721 0.66035 2.50134
H -1.96545 2.57340 1.65449
H -1.94464 3.65957 3.04615
H -3.63410 4.48249 1.65901
H -4.44065 3.69702 3.03882
H -6.33344 2.71436 2.28608
H -6.39685 2.17272 0.59493
H -6.21912 3.90229 0.96041
C 0.88605 5.40692 -6.07397
O -0.38491 5.01852 -5.60966
C -0.95943 3.97544 -6.37546
C -1.93477 3.16373 -5.55655
O -1.32793 2.25609 -4.65344
C -0.78262 2.77606 -3.45274
C -1.80824 3.11696 -2.39872
O -2.47167 4.33331 -2.69411
C -3.77287 4.38549 -2.15413
H 0.83346 5.83909 -7.08076
H 1.26777 6.15981 -5.38741
H 1.57969 4.55785 -6.08909
H -0.17774 3.31073 -6.76312
H -1.49625 4.41057 -7.23062
H -2.49030 2.53200 -6.25326
H -2.64906 3.81683 -5.05047
H -0.12944 3.62988 -3.64581
H -0.16773 1.96566 -3.05351
H -1.30079 3.22074 -1.42851
H -2.53066 2.29562 -2.31866
H -4.38569 3.55233 -2.51742
H -4.22240 5.32227 -2.47832
H -3.75665 4.35627 -1.05813
C 2.23288 1.96847 4.67227
O 2.15664 3.35291 4.42615
C 0.82659 3.84085 4.43852
C 0.78010 5.29847 4.82909
O 0.94759 5.53890 6.21550
C 2.25572 5.45325 6.75375
C 3.12969 6.64960 6.46188
O 3.60548 6.62842 5.12812
C 3.88705 7.91217 4.62305
H 1.74546 1.39018 3.87744
H 3.28714 1.70099 4.70726
H 1.76926 1.70955 5.63134
H 0.20938 3.26096 5.13527
H 0.40117 3.72910 3.43085
H -0.22658 5.65932 4.60470
H 1.48640 5.87980 4.23221
H 2.75408 4.52937 6.45241
H 2.10862 5.41990 7.83561
H 3.98710 6.63399 7.14951
H 2.55556 7.56547 6.64798
H 3.00388 8.56004 4.67146
H 4.18086 7.79530 3.58191
H 4.70804 8.39006 5.17038
```

---

7 unconnected molecules or ions with the total composition C25H63NO14. Source: the OMol25 dataset; level of theory: wB97M-V/def2-TZVPD.

SMILES string = C[N+](=O)[O-].COCCOC.COCCOC.COCCOC.COCCOC.COCCOC.COCCOC
frontier orbital gap = 9.970 eV
HOMO energy = -9.4 eV
energy relative to the best compared isomer or geometry (same formula, charge and spin) = 229.5 kcal/mol
DFT total energy = -57090.7342 eV

XYZ file:
```
103
C25H63NO14, DFT wB97M-V/def2-TZVPD
C 11.06602 -1.34199 6.07633
N 9.67612 -1.04513 6.48586
O 8.96198 -0.59094 5.68429
O 9.35613 -1.28667 7.60014
H 11.66509 -1.38607 6.97548
H 11.45245 -0.53502 5.45707
H 11.13413 -2.25687 5.50192
C 13.42362 7.38662 14.24445
O 13.66984 6.14020 13.67273
C 14.42246 6.22904 12.47022
C 13.99383 5.14754 11.52473
O 14.31652 5.60949 10.23117
C 13.64147 4.92043 9.24730
H 14.32829 8.00894 14.23235
H 13.10234 7.20732 15.26502
H 12.63397 7.92995 13.70575
H 15.48302 6.10979 12.74334
H 14.31533 7.19853 11.97659
H 12.90937 4.96942 11.59849
H 14.47543 4.17731 11.72573
H 13.94366 5.31148 8.27806
H 12.57476 5.12806 9.38066
H 13.85887 3.84713 9.24833
C 9.88899 3.81800 8.82190
O 10.50370 2.95763 9.68674
C 10.48265 3.36691 11.00556
C 11.25065 2.34348 11.76849
O 10.34603 1.25671 12.01966
C 11.00290 0.05130 12.18742
H 9.77173 3.32128 7.86610
H 10.47578 4.74719 8.67637
H 8.90442 4.25832 9.06457
H 9.47353 3.43173 11.45308
H 10.82491 4.41220 11.15844
H 11.68321 2.65750 12.72515
H 12.04176 1.98008 11.09411
H 11.42859 -0.32169 11.24191
H 10.28208 -0.68688 12.53071
H 11.81394 0.13995 12.92667
C 19.11495 -0.61194 1.67400
O 19.15366 0.34191 2.70822
C 19.48734 1.69279 2.37291
C 18.61666 2.36081 1.34230
O 17.34128 2.60833 1.85529
C 16.31520 2.39880 0.92420
H 18.71563 -1.50803 2.12367
H 20.12339 -0.75758 1.25449
H 18.49373 -0.28418 0.83060
H 20.53957 1.76844 2.03291
H 19.37387 2.24271 3.31017
H 18.61141 1.76634 0.41367
H 19.10088 3.30761 1.04160
H 15.43516 2.92594 1.28215
H 16.07390 1.33734 0.80598
H 16.56556 2.85996 -0.03890
C 12.25549 1.89096 7.00733
O 12.81221 1.39822 5.79412
C 14.05733 0.80087 5.98075
C 14.55387 0.22073 4.68822
O 13.63137 -0.69127 4.20356
C 14.21032 -1.46484 3.20809
H 11.73145 1.08330 7.54116
H 11.53352 2.62393 6.65761
H 12.97273 2.33191 7.70543
H 13.99044 -0.08066 6.64446
H 14.82076 1.49063 6.35346
H 15.53021 -0.25373 4.85284
H 14.71367 1.02272 3.94403
H 14.80761 -0.82645 2.53909
H 13.40554 -1.89321 2.62001
H 14.87568 -2.22079 3.63967
C 19.13003 -0.50434 5.81731
O 18.26917 -0.28492 6.95209
C 17.67056 -1.45735 7.41600
C 16.88549 -1.11746 8.62630
O 15.66324 -0.44986 8.33525
C 15.24016 0.29707 9.43822
H 20.04506 -0.98933 6.18235
H 19.39913 0.46586 5.39666
H 18.65267 -1.03928 4.98827
H 18.43672 -2.20458 7.67064
H 17.03120 -1.90271 6.63352
H 17.54131 -0.48258 9.23836
H 16.61202 -2.00879 9.21197
H 15.70831 1.28991 9.48910
H 15.41770 -0.23096 10.39116
H 14.15365 0.42343 9.37553
C 10.97302 1.23955 3.01019
O 10.61147 1.73133 1.72356
C 9.77240 0.83173 1.07159
C 9.16137 1.40525 -0.17090
O 10.04179 1.68660 -1.22866
C 10.89808 2.72955 -0.97807
H 10.06996 1.11773 3.61958
H 11.63606 1.96416 3.45906
H 11.48517 0.27273 2.92730
H 8.93427 0.45483 1.68738
H 10.33548 -0.07652 0.77516
H 8.52746 2.28237 0.04477
H 8.48894 0.63218 -0.56347
H 11.21814 3.14247 -1.92929
H 11.77344 2.40490 -0.41305
H 10.39761 3.49552 -0.36858
```

---

Look up the DFT total energy of the second one. -57090.7342 eV